Record 1
The following is a DFT calculation (wB97M-V/def2-TZVPD) of a structure of composition C56H68N3P2Ru.

The geometry in XYZ format:
```
130
Properties=species:S:1:pos:R:3:forces:R:3
Ru 0.040971 0.582525 -0.691806 -0.665 -2.610 -0.030
C 6.075057 -0.615616 -1.638489 -0.081 -0.145 0.083
C 4.794999 -1.464755 -1.495986 0.078 0.014 -0.098
C 4.419051 -2.093253 -2.834962 -0.044 -0.069 0.126
C 3.728252 -0.574632 -0.908792 -0.030 -0.074 0.092
C 3.780271 -0.192047 0.428555 -0.061 -0.084 -0.193
C 2.947895 0.769394 0.991165 -0.217 0.060 -0.026
C 3.285387 1.150974 2.424444 0.129 -0.101 -0.003
C 3.406221 -0.062293 3.366344 -0.130 0.183 -0.006
C 4.621241 1.915725 2.445376 -0.155 0.050 0.062
C 2.001028 1.431473 0.152205 0.436 0.382 -0.067
C 2.167757 1.260453 -1.290930 0.409 -0.023 0.208
C 2.853808 0.120848 -1.733764 0.009 0.241 0.060
C 2.232586 2.410804 -2.326101 0.019 -0.120 -0.217
C 3.714260 2.643108 -2.671268 -0.070 0.083 0.024
C 1.411343 2.144381 -3.588221 0.002 0.105 0.104
C 1.041862 2.607885 0.562378 0.098 0.090 0.501
C 1.926532 3.748138 1.113686 -0.013 0.011 0.076
C 1.369613 4.414724 2.127518 0.085 -0.142 0.181
C -1.354004 4.214823 2.964488 0.161 -0.072 0.029
C -2.248405 3.189498 2.247671 -0.122 0.061 -0.122
C -1.595088 2.331703 1.450273 0.008 -0.089 -0.022
P -2.167436 0.921823 0.384476 -0.087 0.289 0.109
C -3.240165 1.507989 -1.107003 0.148 0.006 0.188
C -2.363574 1.374308 -2.382978 -0.110 0.154 0.144
C -4.462100 0.610578 -1.348133 -0.047 -0.036 0.102
C -3.726680 2.942699 -0.883247 0.013 -0.032 -0.059
C -3.257722 -0.096682 1.581598 0.354 -0.055 -0.251
C -3.698214 -1.387848 0.869465 -0.213 0.188 -0.009
C -2.431695 -0.494040 2.805572 0.042 0.018 0.007
C -4.471652 0.699113 2.070153 0.042 0.088 -0.029
H 6.903428 -1.252146 -1.946306 0.022 0.038 -0.039
H 6.342757 -0.139988 -0.694261 0.054 0.003 -0.010
H 5.938474 0.164250 -2.389201 -0.001 0.007 -0.014
H 5.014787 -2.258508 -0.781509 -0.075 -0.099 0.110
H 4.399562 -1.353872 -3.637304 0.001 0.011 -0.013
H 3.446765 -2.587965 -2.788841 -0.018 -0.039 -0.015
H 5.163111 -2.838941 -3.111082 0.001 0.001 -0.009
H 4.546480 -0.631328 1.057574 -0.013 -0.045 -0.005
H 2.538530 1.836651 2.810710 -0.017 0.038 0.018
H 4.411040 -0.481938 3.332510 -0.019 -0.064 -0.021
H 2.705420 -0.862830 3.123000 0.021 -0.043 -0.004
H 3.237691 0.253204 4.397505 0.042 -0.037 0.027
H 5.428603 1.313190 2.030574 0.009 -0.007 -0.003
H 4.873015 2.152086 3.479732 0.061 0.031 -0.014
H 4.568428 2.849671 1.887968 0.037 0.001 -0.026
H 2.902541 -0.051650 -2.800127 -0.001 0.023 -0.036
H 1.898592 3.339696 -1.877886 -0.043 -0.051 0.099
H 4.111935 1.850383 -3.303999 0.014 -0.018 0.004
H 4.325585 2.700374 -1.768092 0.026 0.013 -0.010
H 3.820994 3.584540 -3.210516 0.000 -0.003 -0.016
H 1.861064 1.369848 -4.209994 0.004 -0.043 0.032
H 1.355709 3.047235 -4.196443 0.017 -0.014 -0.037
H 0.394352 1.828322 -3.346063 -0.035 0.048 -0.054
H 2.935844 3.870387 0.747740 -0.001 0.036 -0.025
H 1.820267 5.187399 2.734864 0.069 0.008 -0.052
H -1.823943 5.194033 2.860832 0.043 -0.002 -0.006
H -3.322557 3.279049 2.328191 -0.009 -0.106 0.066
H -1.400126 0.864371 -2.185720 -0.211 0.141 -0.405
H -2.163086 2.336231 -2.850934 0.081 -0.025 0.025
H -2.870076 0.768413 -3.132909 0.035 -0.059 0.018
H -4.170830 -0.417938 -1.557326 -0.050 0.026 -0.043
H -4.982789 0.997007 -2.226744 0.071 0.011 -0.043
H -5.182061 0.624055 -0.535616 0.018 -0.021 -0.020
H -2.913436 3.649872 -0.730447 -0.044 0.011 0.053
H -4.390949 2.997298 -0.019768 -0.011 0.044 -0.009
H -4.294746 3.271445 -1.755769 -0.018 -0.025 -0.006
H -2.963237 -1.729406 0.137815 -0.112 0.046 0.018
H -4.656221 -1.269911 0.372745 0.025 0.003 -0.054
H -3.818004 -2.176810 1.612495 -0.079 0.232 0.003
H -1.624305 -1.176472 2.537231 -0.013 -0.042 0.054
H -3.091631 -1.012809 3.503575 -0.012 -0.062 -0.042
H -2.029758 0.369244 3.334078 -0.065 0.033 0.023
H -5.012220 1.214957 1.280655 -0.016 0.003 0.033
H -4.199386 1.423700 2.835538 0.005 -0.031 0.032
H -5.164639 -0.007987 2.530376 -0.009 0.008 0.022
N 0.420225 0.374880 2.589635 0.124 0.451 0.121
C 0.239736 1.647621 2.875271 -0.045 -0.163 -0.684
C 0.290176 1.970063 4.242298 -0.026 0.277 0.677
C -0.256629 3.059073 4.930297 0.109 -0.353 0.092
C -1.082053 4.011061 4.416348 -0.172 0.244 -0.132
C -0.112778 4.084845 2.047956 0.108 0.172 -0.234
C -0.411310 5.094973 0.942341 -0.269 -0.226 -0.147
C -0.563944 4.963508 -0.376386 0.058 0.265 0.096
C -0.469353 3.703251 -1.046599 0.144 -0.130 -0.264
N 0.168098 2.671740 -0.637938 -0.195 0.557 0.325
C -0.084228 2.574826 1.699339 0.059 0.022 -0.079
H 0.620503 -0.274298 3.339490 -0.118 -0.090 -0.086
H 0.399960 0.017129 1.638442 0.011 -0.129 -0.067
H 0.700255 1.187115 4.874452 0.109 0.044 -0.029
H -0.091539 3.071243 6.000721 -0.032 -0.043 0.011
H -1.541052 4.713199 5.101615 0.028 -0.005 0.024
H -0.467907 6.099306 1.354079 -0.041 0.009 0.001
H -0.801067 5.834212 -0.974116 0.017 0.004 -0.008
H -0.957354 3.618530 -2.012225 -0.090 -0.113 0.084
N 0.122625 -1.276156 -0.415853 0.256 1.778 -0.169
P -0.222339 -2.840738 -0.409900 -0.227 -1.132 0.018
C -1.581767 -3.203471 -1.548340 0.295 0.210 0.222
C -1.937308 -2.227931 -2.476221 -0.008 -0.092 0.070
C -2.940370 -2.486439 -3.397331 0.001 0.014 -0.053
C -3.579310 -3.718406 -3.395219 -0.008 0.018 -0.021
C -3.213871 -4.696272 -2.479127 0.023 -0.110 0.048
C -2.211195 -4.448757 -1.555153 -0.086 0.059 -0.071
C 1.161319 -3.911869 -0.907676 -0.272 0.448 0.059
C 2.350544 -3.896417 -0.179895 0.088 -0.021 -0.054
C 3.314887 -4.862990 -0.409692 0.083 0.168 0.050
C 3.126474 -5.811166 -1.405709 -0.017 -0.030 -0.030
C 1.974007 -5.787279 -2.174163 -0.015 -0.061 -0.082
C 0.984949 -4.847170 -1.925732 0.005 0.026 0.016
C -0.704673 -3.384882 1.265523 -0.046 0.103 -0.446
C 0.258097 -3.473115 2.273283 -0.063 0.039 0.078
C -0.071153 -4.012916 3.506313 0.081 0.115 -0.002
C -1.369693 -4.439919 3.754525 -0.056 0.025 0.020
C -2.341046 -4.305820 2.774922 -0.020 -0.032 0.000
C -2.012882 -3.784234 1.531124 0.240 -0.314 -0.012
H -1.409513 -1.282422 -2.474171 -0.058 -0.052 -0.091
H -3.214448 -1.739478 -4.131033 0.004 0.006 -0.008
H -4.353302 -3.927182 -4.121328 -0.017 0.012 0.005
H -3.701864 -5.661486 -2.491390 -0.015 0.005 -0.009
H -1.917462 -5.220932 -0.855198 -0.009 -0.017 -0.015
H 2.525563 -3.119311 0.550483 0.073 -0.025 0.092
H 4.215118 -4.885024 0.190508 0.029 0.058 -0.032
H 3.884904 -6.560907 -1.586283 -0.017 -0.021 0.003
H 1.828766 -6.513329 -2.962506 0.025 0.004 -0.010
H 0.086102 -4.850706 -2.525045 0.019 -0.029 -0.001
H 1.272022 -3.145234 2.095769 0.049 -0.064 0.012
H 0.694014 -4.125126 4.263478 -0.025 0.021 0.021
H -1.621382 -4.882108 4.709025 0.001 0.001 0.010
H -3.354805 -4.630684 2.968785 -0.012 -0.017 0.008
H -2.772103 -3.703837 0.767204 0.147 -0.242 0.098
```
Forces are in eV/Å.

The calculation puts the LUMO energy (alpha / beta) at -8.135 / -9.885 eV. The value obtained for the frontier orbital gap (alpha / beta) is 7.444 / 6.038 eV. As for the spin multiplicity: 5. Its HOMO energy (alpha / beta) is -15.5786 / -15.9232 eV. As for the total charge: +3. For the calculated total energy, the calculation gives -3115.4982 Ha.

***

Record 2
The following is a DFT calculation (wB97M-V/def2-TZVPD) of a cluster of 4 separate species, C39H59BNO6P2 in total.

The geometry in XYZ format:
```
108
Properties=species:S:1:pos:R:3:forces:R:3
C -2.835558 1.499842 4.146853 -0.058 0.160 0.113
C -1.682421 0.995654 5.045413 -0.254 0.215 -0.341
B -0.242298 1.015025 4.443519 -0.232 -0.465 0.402
O 0.846275 0.960550 5.230386 -0.033 0.450 -0.360
N -0.000879 1.130481 2.916516 0.011 0.415 0.103
C 0.125892 0.031702 2.152860 0.233 -0.164 -0.390
C 0.056041 -1.289884 2.852355 -0.188 -0.033 0.375
C -1.355055 -1.698571 3.247795 -0.116 -0.095 -0.004
C -1.548322 -2.461999 4.393570 -0.084 -0.126 -0.023
C -2.824578 -2.842046 4.785364 0.017 -0.025 0.097
C -3.950229 -2.470354 4.058578 -0.006 0.081 -0.231
C -5.341956 -2.848021 4.479505 0.002 0.206 0.039
C -3.753480 -1.710469 2.905053 0.161 -0.048 0.130
C -2.479392 -1.327759 2.517196 0.082 0.034 -0.142
C 0.343310 0.146510 0.771258 0.239 -0.049 0.519
P 0.461993 -1.232174 -0.480098 -0.446 0.119 -0.849
C 2.158609 -1.886511 -0.351413 -0.212 0.243 -0.059
C -0.630295 -2.639691 -0.076794 0.240 -0.252 0.427
C 0.494860 1.435765 0.239788 0.037 -0.010 0.037
C 0.827790 1.614272 -1.216006 -0.021 0.214 0.145
C -0.345105 1.879350 -2.176630 0.017 -0.237 -0.369
O -0.129198 1.798497 -3.361498 0.088 0.119 0.222
C -1.690791 2.314240 -1.691420 -0.139 0.194 0.025
C -2.382389 1.681244 -0.662530 0.155 -0.123 0.175
C -3.639124 2.118039 -0.271433 0.001 0.189 -0.143
C -4.214646 3.207966 -0.914114 0.096 -0.192 0.048
C -3.537040 3.833156 -1.952457 -0.142 0.184 -0.071
C -2.286354 3.392625 -2.349565 0.073 -0.229 0.113
C 0.339410 2.587881 1.055113 -0.087 -0.372 -0.248
C 0.498965 3.963477 0.463820 0.660 0.349 0.107
C 1.972914 4.475170 0.543248 -0.459 -0.066 -0.235
C 0.086306 2.386920 2.395490 -0.463 0.243 -0.253
P 0.033611 3.800483 3.560053 0.802 0.255 0.161
O 1.397569 4.081833 4.058618 -0.075 -0.121 0.067
H -3.692465 0.830933 4.177828 0.048 -0.037 0.005
H -2.560962 1.614436 3.094954 0.025 -0.073 -0.003
H -3.194149 2.471239 4.492043 0.041 0.028 -0.041
H -1.910326 -0.019333 5.379213 0.145 -0.019 0.065
H -1.642808 1.606521 5.951128 0.059 -0.151 0.121
H 1.656806 1.272922 4.801866 0.132 -0.240 0.145
H 0.635540 -1.244515 3.779324 0.160 0.056 -0.113
H 0.538844 -2.038401 2.229962 -0.021 -0.037 -0.065
H -0.704429 -2.770398 5.000550 0.055 0.038 -0.044
H -2.947706 -3.438235 5.681524 0.013 -0.001 0.002
H -5.864631 -1.970352 4.867307 -0.016 -0.013 -0.006
H -5.910054 -3.204289 3.621066 -0.045 -0.107 0.063
H -5.349208 -3.599020 5.266249 0.038 -0.084 -0.069
H -4.602094 -1.402507 2.305679 -0.038 -0.026 0.021
H -2.367959 -0.723067 1.623391 0.007 0.021 -0.018
H 2.333910 -2.564010 0.483492 0.060 0.048 0.045
H 2.341837 -2.380413 -1.308210 0.104 -0.208 0.124
H 2.833689 -1.032904 -0.295135 0.124 -0.100 0.153
H -0.331216 -3.268182 0.763538 -0.044 0.054 0.067
H -1.663855 -2.336253 0.050389 -0.098 0.095 -0.008
H -0.589770 -3.268649 -0.968694 0.019 0.076 -0.055
H 1.491415 2.472751 -1.327954 -0.003 0.077 -0.017
H 1.370415 0.762954 -1.614209 -0.062 0.022 -0.042
H -1.941325 0.824604 -0.171301 -0.073 -0.041 -0.035
H -4.169678 1.615997 0.527265 0.004 -0.050 -0.012
H -5.196734 3.550875 -0.617911 0.003 0.044 -0.011
H -4.003305 4.667170 -2.460845 0.050 0.010 -0.015
H -1.752359 3.858447 -3.167152 -0.066 0.050 -0.025
H -0.125911 4.698634 0.961781 -0.219 -0.190 0.002
H 0.182824 3.963887 -0.573932 -0.184 -0.018 0.012
H 2.446656 4.419992 -0.436204 0.128 -0.106 0.067
H 2.546849 3.899724 1.262073 0.127 0.071 0.067
H 1.983882 5.520440 0.843772 0.060 -0.003 0.053
H -0.919574 3.443269 4.528666 -0.075 -0.085 -0.091
H -0.567334 4.861465 2.873826 -0.265 -0.179 -0.014
C 5.901060 0.766721 2.678946 0.014 0.014 -0.061
C 4.833552 1.853125 2.789951 -0.014 -0.036 0.019
C 3.876509 1.449353 1.676820 0.071 0.030 -0.032
O 3.944245 0.028977 1.576333 -0.072 -0.046 0.077
C 5.064231 -0.456549 2.332818 0.023 -0.012 0.046
H 6.483426 0.632275 3.588237 -0.009 0.004 0.010
H 6.589256 0.998023 1.863851 -0.001 -0.008 0.005
H 4.335101 1.794357 3.760446 0.000 0.030 0.017
H 5.219469 2.863608 2.668750 -0.004 -0.005 0.008
H 4.175296 1.887596 0.716849 -0.030 0.047 0.022
H 2.842079 1.734662 1.881230 -0.014 0.011 0.005
H 4.690110 -0.951215 3.235026 0.021 -0.007 0.013
H 5.602259 -1.190356 1.733616 -0.037 -0.003 -0.028
C -2.426897 0.071052 -6.825034 -0.042 -0.009 0.043
C -1.202798 -0.223183 -5.961092 0.026 -0.018 -0.041
C -1.372002 -1.712981 -5.698277 -0.109 0.021 0.014
O -2.024975 -2.257274 -6.843489 0.003 0.017 0.010
C -2.524393 -1.197256 -7.663587 0.054 0.014 -0.023
H -2.329474 0.969961 -7.431719 0.014 -0.003 -0.008
H -3.313979 0.177685 -6.196193 -0.003 0.000 -0.007
H -0.288591 -0.038308 -6.530494 -0.006 -0.015 0.010
H -1.154375 0.360722 -5.044946 -0.012 0.035 -0.016
H -1.999640 -1.890256 -4.816156 0.029 0.021 0.021
H -0.424155 -2.229836 -5.553763 0.083 -0.078 0.004
H -1.904806 -1.125513 -8.563528 -0.016 0.025 -0.009
H -3.544599 -1.435151 -7.965289 0.003 -0.033 0.008
C 2.359337 -4.693326 -4.788185 -0.078 0.038 0.022
C 3.071858 -3.518645 -5.453326 0.053 -0.025 -0.007
C 3.174129 -2.527333 -4.302707 -0.040 0.030 -0.012
O 3.282234 -3.309639 -3.106830 -0.060 -0.006 -0.023
C 2.977378 -4.679524 -3.397057 0.063 -0.031 -0.032
H 2.505613 -5.641291 -5.302325 0.013 0.000 -0.004
H 1.285475 -4.499407 -4.730647 0.009 -0.006 0.001
H 4.068369 -3.820681 -5.781217 0.002 0.011 0.002
H 2.540006 -3.113850 -6.312883 -0.019 0.003 0.016
H 2.276517 -1.902192 -4.233212 -0.013 0.014 -0.040
H 4.044437 -1.874805 -4.377176 0.011 -0.006 0.037
H 3.905532 -5.258186 -3.368071 -0.015 -0.025 -0.005
H 2.306932 -5.064097 -2.626469 0.012 0.025 0.023
```
Forces are in eV/Å.

The calculation puts the LUMO energy at -3.791 eV. The value obtained for the frontier orbital gap is 7.001 eV. Its HOMO energy is -10.7914 eV. As for the total charge: +1. For the calculated total energy, the calculation gives -2735.0650 Ha.